Record 1
Molecular formula: C26H18Br2F4NO2PReS
Method: DFT, the ωB97M-V functional and the def2-TZVPD basis

Calculated values
**Energy above the lowest of the compared OMol25 structures with the same formula, charge and spin**: 119.24 kJ/mol
**Kohn-Sham gap (alpha / beta)**: 0.2393 / 0.2515 hartree
**Electronic energy**: -206047.7264 eV

```
! RIJCOSX wB97M-V def2-TZVPD def2/J DEFGRID3
* xyz 0 2
Re -1.680 0.380 -1.065
F -1.737 -0.134 6.172
C -1.335 0.025 4.915
C -0.020 0.387 4.635
F 0.854 0.563 5.623
C 0.386 0.553 3.315
F 1.670 0.844 3.108
C -0.479 0.389 2.236
P 0.074 0.729 0.490
C 0.841 2.384 0.636
C 0.081 3.509 0.334
C 0.619 4.777 0.454
C 1.918 4.938 0.903
C 2.689 3.823 1.188
C 2.169 2.552 1.034
C 1.506 -0.377 0.377
C 2.510 -0.066 -0.537
C 3.617 -0.885 -0.645
C 3.714 -2.030 0.130
C 2.685 -2.374 0.990
C 1.575 -1.557 1.106
C -1.776 -0.021 2.541
Br -3.028 -0.468 1.184
C -2.203 -0.198 3.852
F -3.448 -0.599 4.097
H -0.943 3.395 -0.003
H 0.018 5.637 0.197
H 2.333 5.927 1.024
H 3.706 3.940 1.535
H 2.804 1.704 1.234
H 2.403 0.809 -1.162
H 4.405 -0.636 -1.338
H 4.588 -2.660 0.052
H 2.752 -3.280 1.573
H 0.764 -1.837 1.764
N -3.155 0.196 -2.743
C -2.524 0.390 -4.061
C -1.057 0.909 -3.922
O -0.446 1.202 -4.924
O -0.589 0.977 -2.734
H -3.699 -0.666 -2.734
H -3.808 0.962 -2.559
H -3.074 1.108 -4.675
H -2.469 -0.555 -4.604
Br -0.424 -6.284 -2.070
C -0.745 -4.417 -1.819
C 0.285 -3.506 -1.973
C 0.029 -2.156 -1.799
C -1.227 -1.689 -1.413
C -2.243 -2.639 -1.294
C -2.022 -3.989 -1.509
H 1.280 -3.843 -2.220
H 0.836 -1.458 -1.973
H -3.247 -2.342 -1.008
H -2.833 -4.696 -1.422
S -2.901 2.353 -0.495
*
```

Calculated atomic charges, method Mulliken, unit e: 0.68 -0.28 0.56 0.19 -0.29 0.55 -0.38 -0.86 2.24 0.91 -0.21 -0.80 -0.53 -0.89 -0.20 0.54 -0.56 -0.77 -0.61 -0.88 -0.53 0.23 -0.05 0.25 -0.32 -0.37 0.45 0.40 0.42 0.34 0.57 0.47 0.41 0.45 0.51 -0.52 -0.37 0.54 -0.68 -0.90 0.24 0.37 0.36 0.25 -0.21 -0.14 -0.46 -0.51 0.70 -0.81 -0.68 0.49 0.47 0.25 0.44 -0.46

Record 2
Molecular formula: C9H19N2O2P
Method: DFT, the ωB97M-V functional and the def2-TZVPD basis

Calculated values
**Energy above the lowest of the compared OMol25 structures with the same formula, charge and spin**: 257.30 kJ/mol
**Kohn-Sham gap (alpha / beta)**: 0.2573 / 0.2439 hartree
**Electronic energy**: -26001.6834 eV

```
! RIJCOSX wB97M-V def2-TZVPD def2/J DEFGRID3
* xyz 0 1
C -4.209 0.085 0.048
C 2.237 -0.821 1.364
C 3.328 -0.276 -0.829
C -1.304 0.263 1.465
C -0.998 -1.861 0.034
C -3.414 -0.214 -1.116
C -1.950 0.244 -1.075
C 2.032 -0.615 -0.200
C -1.266 -0.380 0.108
N -4.689 0.299 1.088
N 1.060 0.394 -0.488
O 2.472 2.530 0.033
O 0.150 2.709 -1.051
P 0.987 1.896 0.185
H 2.411 0.152 1.852
H 1.376 -1.355 1.717
H 3.207 -1.309 1.759
H 3.279 0.121 -1.927
H 3.877 -1.222 -0.782
H 3.829 0.497 -0.316
H -0.675 1.139 1.518
H -2.197 0.814 1.580
H -0.991 -0.383 2.265
H -0.247 -2.113 -0.800
H -1.891 -2.511 0.189
H -0.492 -2.063 1.120
H -4.010 0.482 -1.883
H -3.550 -1.200 -1.521
H -1.844 1.268 -0.922
H -1.470 -0.027 -1.933
H 1.612 -1.510 -0.542
H 2.772 2.481 0.980
H 0.567 2.487 -1.921
*
```

Calculated atomic charges, method Mulliken, unit e: 0.33 -0.95 -1.49 -0.98 -1.31 -0.49 -1.11 0.29 1.05 -0.51 0.03 -0.45 -0.51 -0.17 0.25 0.16 0.34 0.30 0.44 0.30 0.20 0.30 0.43 0.21 0.44 0.23 0.32 0.41 0.55 0.46 0.25 0.35 0.31

Record 3
Molecular formula: C4H6BrClN2
Method: DFT, the ωB97M-V functional and the def2-TZVPD basis

Calculated values
**Energy above the lowest of the compared OMol25 structures with the same formula, charge and spin**: 192.56 kJ/mol
**Kohn-Sham gap**: 0.3231 hartree
**Electronic energy**: -89786.6770 eV

```
! RIJCOSX wB97M-V def2-TZVPD def2/J DEFGRID3
* xyz 0 1
C 1.348 1.030 -2.261
C -0.329 -0.777 1.221
C 1.981 0.104 -1.220
C -1.495 -0.720 2.014
N 0.433 -0.172 0.544
N 1.468 0.340 0.091
Cl 1.629 -1.642 -1.606
Br 1.803 2.875 -1.740
H 1.888 0.895 -3.343
H 0.300 1.013 -2.503
H 3.001 0.194 -1.225
H -2.491 -1.061 1.528
H -1.628 0.476 2.136
H -1.485 -1.129 3.025
*
```

Calculated atomic charges, method Mulliken, unit e: -0.68 0.37 -0.02 -0.82 0.45 -0.88 -0.23 -0.14 0.31 0.39 0.47 0.26 0.24 0.28

Record 4
Molecular formula: C6H4OS
Method: DFT, the ωB97M-V functional and the def2-TZVPD basis

Calculated values
**Energy above the lowest of the compared OMol25 structures with the same formula, charge and spin**: 82.21 kJ/mol
**Kohn-Sham gap**: 0.3668 hartree
**Electronic energy**: -19165.2635 eV

```
! RIJCOSX wB97M-V def2-TZVPD def2/J DEFGRID3
* xyz 0 1
C -1.904 -0.440 0.374
C 0.665 -1.035 -0.698
C 1.557 -0.420 0.274
C 2.285 0.098 1.088
C -1.448 0.890 -0.012
C -1.112 1.992 -0.337
H 1.118 -1.841 -1.243
H 0.365 -0.281 -1.490
H 2.962 0.546 1.763
H -0.737 2.959 -0.642
O -2.940 -0.650 0.912
S -0.810 -1.817 0.012
*
```

Calculated atomic charges, method Mulliken, unit e: 0.19 -0.84 -0.24 0.08 -0.43 0.35 0.35 0.32 0.42 0.36 -0.46 -0.09